Here is an isolated molecule of C9H17N2P in a non-equilibrium geometry from OMol25. Energies are from ωB97M-V/def2-TZVPD.

Output
- multiplicity = 1
- E_LUMO (spin up / spin down) (eV) = 0.41 / 0.41
- total charge = 0

Positions of all 29 atoms, in Å:
C1 -2.6898 0.7638 0.1378
C2 -2.4005 -1.3249 1.1100
C3 -1.5083 1.2128 -0.0277
C4 -3.2056 -0.6967 0.0297
C5 -0.7582 2.4845 0.1800
C6 -3.0785 -1.2530 -1.3377
C7 3.4919 -0.0680 1.0301
C8 2.4028 -0.5226 -1.2371
C9 2.6056 -1.0039 0.2215
N1 -1.1287 -1.5681 1.1728
N2 1.2473 -1.0756 0.8132
P1 -0.1750 -1.1257 -0.1222
H1 -3.2732 1.5907 0.5313
H2 -2.9025 -1.6795 2.0641
H3 -4.2702 -0.5265 0.3981
H4 -1.3795 3.2998 0.0479
H5 0.1048 2.5682 -0.6529
H6 -0.0383 2.3401 1.0421
H7 -2.0438 -1.8242 -1.4031
H8 -3.0878 -0.4339 -2.1532
H9 -3.9086 -2.0119 -1.5228
H10 4.5657 -0.2513 0.8558
H11 3.0787 0.9493 0.8927
H12 3.2072 -0.3297 2.0553
H13 1.5705 0.2511 -1.1940
H14 2.0314 -1.3920 -1.7829
H15 3.5061 -0.3149 -1.6623
H16 3.0804 -1.9957 0.1063
H17 1.1864 -1.2079 1.8649



Here is an isolated molecule of C2H4N2OS in a non-equilibrium geometry from OMol25. Energies are from ωB97M-V/def2-TZVPD.

Output
- multiplicity = 1
- E_LUMO (eV) = -0.51
- total charge = 0
- SMILES string = [H]/N=C/NOC=S

Positions of all 10 atoms, in Å:
C1 -1.1436 0.0728 -0.3161
C2 1.7466 -0.2071 0.0625
H1 -2.6391 -1.0911 -0.2163
H2 -0.6434 -0.4264 -1.1863
H3 -0.2110 1.2022 1.2656
H4 0.8887 -1.0552 0.2322
N1 -2.1895 -0.3733 0.2551
N2 -0.2877 1.0356 0.2009
O1 1.0803 0.9006 -0.3557
S1 3.3986 -0.0581 0.0581



Here is the ion C10H11N2O with charge +1 in a non-equilibrium geometry from OMol25. Energies are from ωB97M-V/def2-TZVPD.

Output
- multiplicity = 1
- E_LUMO (eV) = -3.39
- total charge = +1
- SMILES string = [NH3+]CC#Cc1ccccc1NC=O

Positions of all 24 atoms, in Å:
C1 3.3887 -0.9149 -0.4103
C2 3.6251 0.3479 0.0861
C3 2.0930 -1.4345 -0.4077
C4 2.6576 1.2646 0.5130
C5 1.1351 -0.5271 0.0242
C6 1.3789 0.9081 0.2251
C7 -0.2426 -0.9238 0.2113
C8 -1.4055 -1.1466 0.3967
C9 -2.8075 -1.2271 0.5519
C10 -0.7185 1.8189 -0.5294
N1 0.1695 1.6686 0.3660
N2 -3.4441 -0.2639 -0.3423
O1 -1.9145 1.9378 -0.1946
H1 4.1830 -1.5178 -0.5968
H2 4.6897 0.5024 0.0583
H3 1.9334 -2.5402 -0.5766
H4 2.9712 2.2492 0.6922
H5 -3.2118 -2.2406 0.2728
H6 -3.1225 -0.9659 1.5758
H7 -0.3505 1.8554 -1.5505
H8 -0.2220 1.6151 1.2471
H9 -4.4853 -0.5099 -0.1565
H10 -3.2401 -0.6568 -1.3101
H11 -3.0603 0.7010 -0.1459



Here is a cluster of 2 separate species, C4H12N2 in total in a non-equilibrium geometry from OMol25. Energies are from ωB97M-V/def2-TZVPD.

Output
- multiplicity = 1
- E_LUMO (eV) = -2.67
- total charge = 0

Positions of all 18 atoms, in Å:
C1 2.7157 -0.7140 -0.1012
N1 2.2509 0.5576 -0.6308
C2 1.1475 1.0553 0.0726
C3 -0.2175 0.1572 0.2631
C4 -1.4988 0.8429 -0.0545
N2 -2.8785 -1.3707 -0.3970
H1 3.6346 -0.5091 0.4843
H2 2.8570 -1.4735 -0.8646
H3 1.9743 -1.0149 0.6560
H4 -2.2945 -0.1124 -0.1900
H5 1.4960 1.2430 1.1016
H6 0.8782 2.0012 -0.3700
H7 -0.0206 -0.6175 -0.4740
H8 -0.1491 -0.1663 1.2958
H9 -1.7454 1.7248 0.5371
H10 -1.3912 1.1747 -1.0983
H11 -3.7424 -0.9401 -0.7230
H12 -3.0163 -1.8382 0.4929



Here is a structure of composition C33H35AsPdS5Sb2 in a non-equilibrium geometry from OMol25. Energies are from ωB97M-V/def2-TZVPD.

Output
- multiplicity = 1
- E_LUMO (eV) = -8.08
- total charge = +2

Positions of all 77 atoms, in Å:
Pd1 0.8533 0.1758 1.4390
S1 7.2879 0.7730 5.1241
C1 5.8963 0.5509 4.3854
S2 5.7211 0.7058 2.6394
C2 4.0469 0.3779 2.5379
C3 3.3741 0.0979 3.8313
S3 1.7965 -0.2405 3.9714
S4 4.4016 0.1513 5.2113
S5 3.3196 0.3577 1.0700
C4 2.4373 -2.8491 -0.3397
C5 2.2960 -2.3883 -1.7928
C6 2.2505 -0.8725 -1.9683
Sb1 0.3819 -0.1613 -1.2108
C7 0.2039 1.8034 -1.9451
C8 1.3340 2.5531 -2.2575
C9 1.1804 3.8417 -2.7555
C10 -0.0903 4.3738 -2.9268
C11 -1.2168 3.6199 -2.6176
C12 -1.0738 2.3302 -2.1253
C13 -0.8791 -1.1457 -2.6002
C14 -2.0537 -1.8052 -2.2597
C15 -2.8081 -2.3996 -3.2639
C16 -2.3885 -2.3372 -4.5841
C17 -1.2169 -1.6678 -4.9177
C18 -0.4573 -1.0615 -3.9275
Sb2 0.8679 -2.3718 1.0917
C19 -0.7936 -3.4291 0.3048
C20 -0.6259 -4.3116 -0.7617
C21 -1.6983 -5.0722 -1.2053
C22 -2.9321 -4.9632 -0.5796
C23 -3.0967 -4.0970 0.4951
C24 -2.0273 -3.3361 0.9481
C25 -1.1535 -0.1276 1.9506
C26 -1.4149 -0.1970 3.3159
C27 -2.6181 0.2911 3.8195
C28 -3.5681 0.8356 2.9718
C29 -3.3378 0.8474 1.6062
C30 -2.1386 0.3660 1.0927
H1 3.3302 -2.4131 0.1098
H2 2.5300 -3.9345 -0.2822
H3 1.4222 -2.8416 -2.2629
H4 3.1687 -2.7639 -2.3358
H5 2.2949 -0.5988 -3.0214
H6 3.0771 -0.3854 -1.4536
H7 2.3276 2.1333 -2.1438
H8 2.0537 4.4240 -3.0198
H9 -0.2047 5.3768 -3.3165
H10 -2.2055 4.0333 -2.7670
H11 -1.9550 1.7321 -1.9227
H12 -2.3908 -1.8596 -1.2334
H13 -3.7251 -2.9140 -3.0073
H14 -2.9775 -2.8071 -5.3605
H15 -0.8924 -1.6102 -5.9483
H16 0.4362 -0.5126 -4.2009
H17 0.3373 -4.4238 -1.2427
H18 -1.5650 -5.7573 -2.0328
H19 -3.7631 -5.5705 -0.9147
H20 -4.0533 -4.0289 0.9969
H21 -2.1593 -2.6821 1.8000
H22 -0.7304 -0.6777 3.9997
H23 -2.8101 0.2238 4.8830
H24 -4.4981 1.2184 3.3701
H25 -4.0919 1.2313 0.9300
H26 -2.0156 0.3544 0.0185
C31 -0.8581 3.5788 1.2916
As1 0.7397 2.6242 1.8061
C32 0.8035 3.0897 3.6881
C33 2.1443 3.7615 1.1068
H27 -0.7256 4.6293 1.5483
H28 -1.7044 3.1772 1.8465
H29 -1.0435 3.4860 0.2247
H30 0.7054 4.1686 3.7980
H31 1.7425 2.7685 4.1342
H32 -0.0216 2.5977 4.2020
H33 1.9042 4.7926 1.3617
H34 2.2147 3.6670 0.0261
H35 3.0990 3.4942 1.5572



Here is a structure of composition C5H6O2 from OMol25. Energies are from ωB97M-V/def2-TZVPD.

Output
- multiplicity = 1
- E_LUMO (eV) = 0.83
- total charge = 0

Positions of all 13 atoms, in Å:
O1 -0.6659 -0.9786 0.9766
C1 -1.2489 -0.7193 -0.3221
C2 -0.0795 0.2092 -0.6725
C3 -0.4390 1.6780 -0.5202
O2 -1.5657 2.0728 -0.3474
C4 0.5302 -0.4392 0.5586
C5 1.7183 -0.6986 1.0817
H1 1.7501 -1.3691 1.9337
H2 -1.2744 -1.6371 -0.9154
H3 -2.2339 -0.2594 -0.2480
H4 0.4612 0.0555 -1.6129
H5 0.4035 2.3934 -0.5910
H6 2.6440 -0.3077 0.6787



Molecular weight in g mol⁻¹, matching the order above: 184.22, 104.13, 175.21, 88.15, 1016.84, 98.10
Relative energy (zero: lowest compared OMol25 entry of this formula, charge and spin) in kJ/mol, matching the order above: 291.7, 437.9, 156.8, 707.1, 190.4, 195.0